Record 1
# C4H14N2O

2 unconnected molecules or ions with the total composition C4H14N2O in a non-equilibrium geometry (the ωB97M-V functional and the def2-TZVPD basis, the Open Molecules 2025 dataset).

Geometry as XYZ:
```
21
Properties=species:S:1:pos:R:3:forces:R:3
C 1.898711 -0.478875 0.171804 -1.3 -0.4 0.7
C 0.514274 -1.115483 -0.033108 -0.1 -1.4 -1.3
C -0.391650 -0.287315 -0.939699 -0.2 -0.9 2.0
C -0.439324 -0.276262 -2.255857 0.1 0.9 -1.2
N -1.438991 0.492181 -0.153672 1.0 1.5 0.9
N 2.506262 -1.196265 1.412958 1.9 0.2 -1.3
H 2.330061 -0.572660 -0.810084 1.5 -0.6 0.2
H 1.957336 0.595119 0.384670 -0.4 -0.3 0.3
H 0.677442 -2.083759 -0.593159 0.1 1.0 0.3
H 0.079375 -1.537574 0.884604 -0.4 0.9 0.0
H -1.007586 0.418121 -2.860868 -0.9 0.3 0.6
H 0.136107 -0.769278 -3.040581 0.6 -0.7 1.1
H -2.072549 0.795603 -0.883344 -0.7 0.7 0.3
H -1.108597 1.365021 0.427809 -0.6 -1.5 -1.7
H -2.003238 0.011290 0.582081 0.5 -0.3 -1.0
H 3.546163 -1.036419 1.411197 -1.0 0.3 0.4
H 2.059924 -0.744997 2.234770 0.6 -0.7 -0.3
H 2.489235 -2.248030 1.444672 -0.8 1.1 -0.1
H -2.983787 3.476120 0.437689 0.0 0.0 -0.2
H -3.599087 2.642076 1.512986 -0.2 -0.2 0.1
O -3.150080 2.551388 0.665131 0.4 0.2 0.2
```
Forces are in eV/Å.

As for the total charge: +2. The energy is -344.8922 hartree. The calculation puts the LUMO energy at -6.95 eV. For the orbital gap, the calculation gives 0.420 Ha. Its energy above the lowest of the compared OMol25 structures with the same formula, charge and spin is 1.571 eV.

***

Record 2
# C10H27AsNReS5Si4Te

A molecular structure, C10H27AsNReS5Si4Te in a non-equilibrium geometry (the ωB97M-V functional and the def2-TZVPD basis, the Open Molecules 2025 dataset).

Geometry as XYZ:
```
50
Properties=species:S:1:pos:R:3:forces:R:3
Re 0.045492 0.334867 -0.837393 -1.0 0.0 0.0
S 1.584607 1.838583 0.049611 0.1 0.0 0.4
As 3.225713 -0.126594 0.157242 1.0 0.0 0.6
S 1.406462 -0.999737 -1.579509 -0.1 -0.7 -0.8
S 0.811230 0.376545 1.348730 0.1 0.4 -0.2
S 5.096644 -0.246962 0.759115 -0.1 0.2 0.0
S -0.724604 4.154873 -3.249737 0.0 -0.1 0.0
C -0.742221 2.770947 -2.519164 0.0 0.2 0.0
N -0.798469 1.706508 -1.961899 0.0 0.2 -0.1
C -3.200330 1.838833 -4.818494 0.0 0.1 0.0
Si -4.377366 1.787415 -3.371857 0.0 0.0 -0.1
C -4.086856 2.968561 -1.961474 0.1 0.1 0.0
C -6.160828 1.773231 -3.914784 0.0 0.0 0.0
Si -4.083943 -0.437147 -2.543684 0.1 0.1 0.1
Te -2.248862 -1.174750 -0.974883 0.1 -0.1 0.0
Si -3.817530 -0.384767 0.969886 -0.1 0.0 0.0
C -3.010794 1.095506 1.736476 0.0 0.0 0.0
C -5.392837 0.001014 0.034888 -0.2 0.1 0.1
C -4.008306 -1.854306 2.069214 0.1 0.0 0.0
Si -5.299795 -2.303784 -3.369452 0.0 -0.2 0.1
C -7.109162 -1.929219 -3.158001 0.0 0.0 0.0
C -4.761768 -3.848082 -2.467140 -0.1 0.0 0.0
C -4.734779 -2.242515 -5.152283 -0.1 0.0 0.0
H -3.225255 2.844809 -5.247934 0.0 0.0 0.0
H -3.506505 1.144127 -5.602744 0.0 0.0 0.0
H -2.166707 1.627135 -4.544547 0.0 0.0 0.0
H -3.513595 3.826767 -2.317875 0.0 0.0 0.0
H -3.523629 2.523410 -1.140715 0.1 0.0 0.0
H -5.034398 3.344511 -1.571694 0.0 0.0 0.0
H -6.423461 2.776893 -4.262970 0.0 0.0 0.0
H -6.852685 1.527150 -3.106897 0.0 0.0 0.0
H -6.336034 1.086267 -4.744529 0.0 0.0 0.0
H -2.931461 1.937884 1.047617 0.0 0.0 0.0
H -2.017746 0.854414 2.120633 0.0 0.0 0.0
H -3.615713 1.420876 2.588451 0.0 0.0 0.0
H -5.296969 0.859324 -0.638081 0.1 0.0 -0.1
H -6.175955 0.318892 0.734857 0.1 0.0 0.1
H -5.823503 -0.871365 -0.470314 0.1 0.0 -0.1
H -3.046876 -2.181995 2.468322 0.0 0.0 0.0
H -4.468120 -2.692701 1.544151 0.0 0.0 0.0
H -4.649421 -1.595877 2.916290 0.0 0.0 0.0
H -7.436614 -2.017271 -2.120790 0.0 0.0 0.0
H -7.663470 -2.677653 -3.732694 0.0 0.0 0.0
H -7.399388 -0.948039 -3.531472 0.0 0.0 0.0
H -5.641942 -4.458558 -2.252873 0.0 0.0 0.0
H -4.260587 -3.655104 -1.517904 0.0 0.0 0.0
H -4.084489 -4.443074 -3.081289 0.0 0.0 0.0
H -5.061181 -1.332699 -5.659628 0.0 0.0 0.0
H -5.188928 -3.088666 -5.676780 0.0 0.0 0.0
H -3.653662 -2.339472 -5.265005 0.0 0.0 0.0
```
Forces are in eV/Å.

As for the total charge: +2. The energy is -6182.5205 hartree. The calculation puts the LUMO energy at -7.65 eV. For the orbital gap, the calculation gives 0.222 Ha. Its energy above the lowest of the compared OMol25 structures with the same formula, charge and spin is 0.277 eV.

***

Record 3
# C43H31AuF5P2Si

A molecular structure, C43H31AuF5P2Si in a non-equilibrium geometry (the ωB97M-V functional and the def2-TZVPD basis, the Open Molecules 2025 dataset).

Geometry as XYZ:
```
83
Properties=species:S:1:pos:R:3:forces:R:3
Au -0.145624 0.401189 0.136777 -0.2 0.3 0.1
C -0.739817 0.210113 3.655313 -0.3 0.6 0.0
Si 0.041149 -0.711426 2.273490 0.2 -0.6 -1.1
C -0.979199 -2.254316 2.045066 0.3 -0.3 0.4
C -0.857225 -3.350053 2.907876 0.0 -0.1 -0.1
C -1.817640 -4.350634 2.922820 0.0 0.1 0.0
C -2.939607 -4.247186 2.105916 0.0 0.1 0.0
C -3.067675 -3.170473 1.242689 -0.1 0.0 0.0
C -2.071568 -2.193128 1.187302 -0.4 -0.1 -0.2
P -2.184298 -0.787441 0.032696 0.3 -0.2 0.8
C -2.074017 -1.428424 -1.645492 0.1 0.1 -0.2
C -2.310625 -2.758549 -1.988844 0.1 0.0 0.0
C -2.217008 -3.150488 -3.317556 0.0 0.0 0.0
C -1.863210 -2.230593 -4.297853 0.0 0.0 0.0
C -1.600150 -0.910762 -3.955695 0.0 0.0 0.0
C -1.709954 -0.506031 -2.633286 -0.1 -0.1 -0.1
C -3.815803 -0.081986 0.273160 0.1 0.3 -0.1
C -4.888071 -0.442740 -0.534487 -0.1 0.0 0.0
C -6.147600 0.078265 -0.269786 0.0 0.0 0.0
C -6.328228 0.963621 0.783525 0.0 0.0 0.0
C -5.249934 1.345840 1.574384 0.0 0.0 0.0
C -3.990453 0.828544 1.316103 -0.1 0.0 0.0
C 1.878855 -0.780492 2.563482 0.0 0.0 0.5
C 2.342955 -1.042007 3.862610 0.1 -0.2 -0.1
C 3.699020 -1.027793 4.150350 0.0 0.0 -0.1
C 4.619491 -0.754980 3.142263 -0.1 0.0 0.0
C 4.175051 -0.472811 1.861122 0.1 0.0 0.0
C 2.809110 -0.456743 1.581065 0.3 0.0 -0.1
P 2.214099 0.098573 -0.039711 -0.1 0.6 0.8
C 2.901086 1.752481 -0.299918 0.1 0.0 -0.1
C 3.144251 2.222739 -1.587565 0.1 0.0 0.0
C 3.433042 3.565986 -1.794912 0.0 -0.1 0.0
C 3.461152 4.444765 -0.722941 0.0 0.0 0.0
C 3.215936 3.980121 0.565271 0.0 0.0 0.0
C 2.932539 2.639981 0.776407 0.0 0.0 0.1
C 2.891005 -1.011890 -1.271709 -0.3 0.0 -0.3
C 4.205167 -0.886857 -1.722771 0.0 -0.1 0.0
C 4.691957 -1.781767 -2.663346 0.0 0.0 0.0
C 3.869895 -2.784508 -3.165179 0.0 0.0 0.0
C 2.556005 -2.895763 -2.732150 0.0 0.0 0.0
C 2.064696 -2.008203 -1.785960 0.0 -0.1 0.0
H -0.731033 -0.453551 4.527050 0.0 0.0 0.0
H -1.780611 0.457584 3.433381 0.1 -0.1 0.1
H -0.206622 1.131518 3.897192 0.0 0.0 0.0
H -0.005522 -3.422511 3.579299 -0.1 0.0 0.0
H -1.708926 -5.195004 3.591974 0.0 0.0 0.0
H -3.718128 -4.997693 2.151988 0.0 0.0 0.0
H -3.954767 -3.081769 0.624664 0.0 0.0 0.0
H -2.548866 -3.491992 -1.229195 0.0 0.0 0.0
H -2.421771 -4.179557 -3.586597 0.0 0.0 0.0
H -1.787066 -2.546528 -5.331470 0.0 0.0 0.1
H -1.307923 -0.195857 -4.714213 0.0 0.0 0.0
H -1.516018 0.527818 -2.370778 0.0 0.0 0.0
H -4.744746 -1.126383 -1.363199 0.0 0.0 0.0
H -6.987777 -0.204671 -0.891240 0.0 0.0 0.0
H -7.313110 1.365862 0.984939 0.0 0.0 0.0
H -5.389564 2.052459 2.382910 0.0 0.0 0.0
H -3.138483 1.143685 1.908813 -0.1 0.0 -0.1
H 1.640476 -1.274773 4.657480 0.0 0.1 0.0
H 4.037944 -1.223835 5.159997 0.0 0.0 0.0
H 5.679871 -0.741282 3.361691 0.0 0.0 0.0
H 4.895692 -0.236018 1.086023 0.0 0.0 0.0
H 3.083895 1.551065 -2.435202 0.0 0.0 0.0
H 3.617502 3.927247 -2.799395 0.0 0.0 0.0
H 3.666366 5.495564 -0.889972 0.0 -0.1 0.0
H 3.234941 4.665770 1.403339 0.0 0.0 0.0
H 2.723917 2.285682 1.781084 0.0 0.0 0.0
H 4.841428 -0.091242 -1.355931 0.0 0.0 0.0
H 5.712921 -1.690236 -3.011479 0.0 0.0 0.0
H 4.256062 -3.478062 -3.901572 0.0 0.0 0.0
H 1.912801 -3.666973 -3.135665 0.0 0.0 0.0
H 1.035895 -2.085642 -1.447951 0.0 0.0 0.0
F 0.506134 2.039113 -2.699191 -0.1 0.1 0.0
C 0.015121 2.917875 -1.781363 0.1 -0.2 -0.1
C -0.395167 2.452739 -0.555679 0.0 -0.5 -0.4
C -0.883176 3.398775 0.309634 -0.1 -0.1 0.3
F -1.292694 3.020381 1.554179 0.0 0.0 -0.1
C -0.971844 4.738241 -0.002730 -0.1 0.2 0.1
F -1.454492 5.628806 0.866471 0.0 0.0 0.0
C -0.536764 5.163058 -1.244488 0.0 0.2 0.0
F -0.593399 6.453867 -1.565369 0.0 0.0 0.0
C -0.030810 4.247077 -2.145463 0.1 0.1 -0.2
F 0.409533 4.665256 -3.334474 0.0 0.0 0.0
```
Forces are in eV/Å.

As for the total charge: +1. The energy is -3264.2493 hartree. The calculation puts the LUMO energy at -3.74 eV. For the orbital gap, the calculation gives 0.270 Ha.

***

> Among the records above, which one has the lowest total charge?

C43H31AuF5P2Si

***

Repeat the first record exactly.
# C4H14N2O

2 unconnected molecules or ions with the total composition C4H14N2O in a non-equilibrium geometry (the ωB97M-V functional and the def2-TZVPD basis, the Open Molecules 2025 dataset).

Geometry as XYZ:
```
21
Properties=species:S:1:pos:R:3:forces:R:3
C 1.898711 -0.478875 0.171804 -1.3 -0.4 0.7
C 0.514274 -1.115483 -0.033108 -0.1 -1.4 -1.3
C -0.391650 -0.287315 -0.939699 -0.2 -0.9 2.0
C -0.439324 -0.276262 -2.255857 0.1 0.9 -1.2
N -1.438991 0.492181 -0.153672 1.0 1.5 0.9
N 2.506262 -1.196265 1.412958 1.9 0.2 -1.3
H 2.330061 -0.572660 -0.810084 1.5 -0.6 0.2
H 1.957336 0.595119 0.384670 -0.4 -0.3 0.3
H 0.677442 -2.083759 -0.593159 0.1 1.0 0.3
H 0.079375 -1.537574 0.884604 -0.4 0.9 0.0
H -1.007586 0.418121 -2.860868 -0.9 0.3 0.6
H 0.136107 -0.769278 -3.040581 0.6 -0.7 1.1
H -2.072549 0.795603 -0.883344 -0.7 0.7 0.3
H -1.108597 1.365021 0.427809 -0.6 -1.5 -1.7
H -2.003238 0.011290 0.582081 0.5 -0.3 -1.0
H 3.546163 -1.036419 1.411197 -1.0 0.3 0.4
H 2.059924 -0.744997 2.234770 0.6 -0.7 -0.3
H 2.489235 -2.248030 1.444672 -0.8 1.1 -0.1
H -2.983787 3.476120 0.437689 0.0 0.0 -0.2
H -3.599087 2.642076 1.512986 -0.2 -0.2 0.1
O -3.150080 2.551388 0.665131 0.4 0.2 0.2
```
Forces are in eV/Å.

As for the total charge: +2. The energy is -344.8922 hartree. The calculation puts the LUMO energy at -6.95 eV. For the orbital gap, the calculation gives 0.420 Ha. Its energy above the lowest of the compared OMol25 structures with the same formula, charge and spin is 1.571 eV.

***

> What is the formula in the second record?

C10H27AsNReS5Si4Te

***

> Which of these has the lowest total charge?

C43H31AuF5P2Si